No. 1
This record from the Open Molecules 2025 dataset describes a structure of composition C19H23N6O3PdS2. The level of theory is ωB97M-V with the def2-TZVPD basis set.

Its LUMO energy is 2.8 eV. The orbital gap comes out at 0.2762 Ha. As for the charge: -1. The value obtained for the energy above the lowest of the compared OMol25 structures with the same formula, charge and spin is 0.0 kcal/mol. The HOMO energy is -4.70 eV. As for the molar mass: 553.986 g mol⁻¹.

Element x y z (Å)
Pd1 -0.08079 0.47413 0.52706
N1 5.15499 5.63304 2.64073
C1 4.70039 4.48854 1.96415
C2 3.82134 4.60611 0.89192
C3 3.38574 3.48052 0.21642
C4 3.82685 2.22396 0.60346
C5 4.73176 2.09794 1.64975
C6 5.16618 3.22454 2.32402
S1 3.24244 0.79556 -0.26642
O1 4.32853 -0.15002 -0.31064
O2 2.69271 1.28020 -1.50211
N2 1.99626 0.15840 0.56692
C7 2.18458 -0.75265 1.55432
N3 3.33395 -0.88422 2.23312
C8 3.36668 -1.79552 3.19089
C9 2.28383 -2.58295 3.53205
C10 1.13560 -2.37436 2.78219
N4 1.07289 -1.50284 1.79482
H1 4.50043 6.39971 2.60541
H2 5.43358 5.44939 3.59242
H3 3.46175 5.58389 0.59392
H4 2.70659 3.57177 -0.62125
H5 5.08155 1.11421 1.92484
H6 5.87472 3.12939 3.13972
H7 4.30952 -1.88694 3.72414
H8 2.32762 -3.31336 4.32611
H9 0.22922 -2.94221 2.97009
C11 0.95898 7.04425 -1.10728
C12 0.62338 5.59156 -1.29765
C13 0.55543 5.01367 -2.56113
C14 0.11837 3.70009 -2.60855
N5 -0.17177 2.99811 -1.52610
C15 0.05077 3.59594 -0.34607
S2 -0.15376 2.66342 1.10979
N6 0.38689 4.89067 -0.19689
H10 1.13661 7.54509 -2.05852
H11 1.84623 7.14501 -0.48102
H12 0.14075 7.54264 -0.58617
H13 0.79170 5.56956 -3.45790
H14 -0.01703 3.19105 -3.55819
C16 -2.00466 -0.70768 -1.56946
C17 -2.75874 0.12566 -0.52593
C18 -3.11192 1.48349 -1.12762
C19 -4.04379 -0.59938 -0.11740
O3 -2.01034 0.26485 0.65809
H15 -2.62337 -0.88795 -2.45448
H16 -1.72236 -1.67380 -1.14315
H17 -1.10001 -0.18333 -1.89063
H18 -3.79736 1.38359 -1.97467
H19 -2.20963 1.98523 -1.47252
H20 -3.58051 2.10578 -0.36217
H21 -4.70742 -0.74448 -0.97529
H22 -4.56860 -0.01572 0.64056
H23 -3.79831 -1.57321 0.30987

No. 2
This record from the Open Molecules 2025 dataset describes the molecule C19H23NO4S. The level of theory is ωB97M-V with the def2-TZVPD basis set.

The SMILES is COCCn1c(C)cc(C(=O)COC(=O)c2cc3c(s2)CCC3)c1C. Its LUMO energy is 0.4 eV. The orbital gap comes out at 0.3062 Ha. The value obtained for the energy above the lowest of the compared OMol25 structures with the same formula, charge and spin is 26.1 kcal/mol. The HOMO energy is -7.96 eV. As for the molar mass: 361.463 g mol⁻¹.

Element x y z (Å)
C1 0.74171 3.06883 -1.44834
H1 -0.20409 2.59556 -1.15524
O1 1.83291 2.44733 -0.82245
C2 1.78968 2.52729 0.58191
C3 2.88407 1.62505 1.16532
N1 2.56485 0.23480 0.99052
C4 2.93256 -0.53323 -0.06600
C5 2.29325 -1.76215 0.05412
C6 1.52809 -1.70984 1.25493
C7 1.71616 -0.48061 1.80927
C8 1.18043 0.05936 3.08848
H2 0.55777 -0.69839 3.55568
H3 1.98786 0.31233 3.77709
H4 0.57564 0.95276 2.93198
H5 0.94826 -2.50355 1.68089
C9 2.33909 -2.83835 -0.91110
O2 3.24404 -3.03680 -1.69685
C10 1.08437 -3.72204 -0.93405
H6 1.02510 -4.34396 -0.03313
H7 1.10836 -4.36106 -1.82136
O3 -0.05866 -2.87929 -1.00969
C11 -0.98958 -2.98771 -0.04928
O4 -1.00437 -3.85183 0.79691
C12 -1.96600 -1.91295 -0.15349
C13 -1.93819 -0.80855 -0.97314
C14 -3.04256 0.02198 -0.75066
C15 -3.88052 -0.45135 0.22429
S1 -3.34421 -1.92501 0.90860
C16 -5.04814 0.43804 0.47114
H8 -4.91863 0.98759 1.40782
H9 -5.99063 -0.10548 0.53262
C17 -4.99224 1.38157 -0.75154
H10 -5.67673 1.01463 -1.51637
H11 -5.28763 2.39691 -0.49402
C18 -3.54680 1.32125 -1.29521
H12 -2.94641 2.15109 -0.91151
H13 -3.51669 1.36157 -2.38368
H14 -1.15131 -0.63651 -1.68417
C19 3.83081 -0.05633 -1.14472
H15 3.89699 -0.82373 -1.91039
H16 4.83456 0.12377 -0.75729
H17 3.45250 0.86775 -1.57890
H18 3.82408 1.84364 0.65652
H19 2.99304 1.84111 2.23081
H20 1.95033 3.56693 0.90994
H21 0.80310 2.20045 0.94432
H22 0.88882 2.95045 -2.51954
H23 0.69498 4.13672 -1.20102

No. 3
This record from the Open Molecules 2025 dataset describes the molecule C19H23NO4S2. The level of theory is ωB97M-V with the def2-TZVPD basis set.

The SMILES is Cc1cccc(OCC(=O)N(Cc2cccs2)[C@H]2CCS(=O)(=O)C2)c1C. Its LUMO energy is 0.5 eV. The orbital gap comes out at 0.3233 Ha. The value obtained for the energy above the lowest of the compared OMol25 structures with the same formula, charge and spin is 2.3 kcal/mol. The HOMO energy is -8.25 eV. As for the molar mass: 393.530 g mol⁻¹.

Element x y z (Å)
C1 -6.90806 -0.83149 0.88188
C2 -5.50009 -0.32406 0.79914
C3 -4.97154 0.43415 1.83630
C4 -3.67460 0.89996 1.76990
C5 -2.88696 0.62243 0.66692
C6 -3.40323 -0.13119 -0.37758
C7 -4.71738 -0.61328 -0.31644
C8 -5.27032 -1.43334 -1.44337
H1 -5.62795 -2.39353 -1.07452
H2 -4.50349 -1.60777 -2.19019
H3 -6.10976 -0.92120 -1.91334
O1 -2.70901 -0.42510 -1.52682
C9 -1.35161 -0.09944 -1.60071
C10 -0.52055 -0.91166 -0.60335
O2 -1.01708 -1.79909 0.05637
N1 0.80309 -0.60173 -0.51080
C11 1.49390 0.36954 -1.34373
C12 1.62749 1.73067 -0.72820
C13 2.79003 2.41600 -0.54164
C14 2.59826 3.68693 0.04622
C15 1.29389 3.95079 0.30338
S1 0.26699 2.65752 -0.17302
H4 0.85845 4.82478 0.74483
H5 3.39968 4.36753 0.26872
H6 3.75077 2.01121 -0.80643
H7 2.51260 0.01106 -1.52384
H8 0.98460 0.44397 -2.30850
C16 1.60213 -1.43535 0.37975
C17 2.61884 -0.64250 1.18981
H9 2.63578 -0.93564 2.23448
H10 2.49396 0.43094 1.10880
S2 4.23396 -1.14562 0.52202
O3 4.49618 -0.45416 -0.71397
O4 5.25361 -1.09913 1.52977
C18 3.68019 -2.83543 0.15473
C19 2.31741 -2.55299 -0.43364
H11 2.45200 -2.20744 -1.46046
H12 1.68668 -3.44127 -0.45915
H13 4.36058 -3.31842 -0.53715
H14 3.64500 -3.37106 1.09809
H15 0.87185 -1.89979 1.05212
H16 -1.05654 -0.38217 -2.61773
H17 -1.18985 0.97801 -1.46658
H18 -1.87387 0.99172 0.64214
H19 -3.26492 1.48539 2.57975
H20 -5.58050 0.65525 2.70077
H21 -7.49542 -0.47735 0.03563
H22 -6.92428 -1.92068 0.86286
H23 -7.38379 -0.49530 1.79953

No. 4
This record from the Open Molecules 2025 dataset describes the molecule C19H23NO5S at a distorted geometry. The level of theory is ωB97M-V with the def2-TZVPD basis set.

The SMILES is Cc1ccc(OCC(=O)N(Cc2ccco2)[C@@H]2CCS(=O)(=O)C2)cc1C. Its LUMO energy is 0.7 eV. The orbital gap comes out at 0.3368 Ha. The value obtained for the energy above the lowest of the compared OMol25 structures with the same formula, charge and spin is 26.8 kcal/mol. The HOMO energy is -8.49 eV. As for the molar mass: 377.462 g mol⁻¹.

Element x y z (Å)
C1 5.73863 -1.76651 3.09978
C2 4.33550 -1.31173 2.83631
C3 3.30841 -2.23739 2.70547
C4 2.01095 -1.84271 2.45450
C5 1.70948 -0.48877 2.33364
C6 2.72502 0.44555 2.47703
C7 4.03278 0.04586 2.72145
C8 5.10891 1.07871 2.86104
H1 5.57419 1.01602 3.84419
H2 5.88888 0.92093 2.11693
H3 4.70564 2.07973 2.73277
H4 2.51460 1.50165 2.40603
O1 0.39888 -0.19177 2.06801
C9 0.05971 1.14147 1.77630
C10 -1.33175 1.23051 1.15436
O2 -2.15655 1.99592 1.61690
N1 -1.58344 0.47085 0.06214
C11 -0.61597 -0.41887 -0.56731
C12 0.57670 0.30643 -1.10471
C13 1.91226 0.05901 -0.98341
C14 2.57265 1.07164 -1.72406
C15 1.59273 1.85832 -2.23885
O3 0.37954 1.40343 -1.87294
H5 1.61963 2.73618 -2.85271
H6 3.62891 1.19100 -1.84803
H7 2.36982 -0.73778 -0.43399
H8 -1.11877 -0.93188 -1.39428
H9 -0.26677 -1.16792 0.14685
C16 -2.90592 0.57611 -0.53641
C17 -2.84063 0.95040 -2.01470
H10 -3.52454 1.75209 -2.27335
H11 -1.83842 1.20185 -2.34520
S1 -3.44964 -0.52101 -2.88979
O4 -2.39932 -1.50106 -2.98659
O5 -4.14121 -0.16997 -4.09678
C18 -4.57859 -0.99594 -1.54755
C19 -3.69212 -0.75055 -0.34829
H12 -2.98149 -1.57499 -0.27236
H13 -4.26019 -0.70974 0.58103
H14 -4.88542 -2.02974 -1.65679
H15 -5.43552 -0.33169 -1.59947
H16 -3.40321 1.37461 0.02549
H17 0.77504 1.58802 1.07188
H18 0.03835 1.74782 2.69172
H19 1.21721 -2.56548 2.35054
H20 3.52969 -3.29097 2.79641
H21 6.11012 -1.34748 4.03447
H22 5.78436 -2.85040 3.16528
H23 6.40623 -1.43953 2.30292

Repeat the second record exactly.
This record from the Open Molecules 2025 dataset describes the molecule C19H23NO4S. The level of theory is ωB97M-V with the def2-TZVPD basis set.

The SMILES is COCCn1c(C)cc(C(=O)COC(=O)c2cc3c(s2)CCC3)c1C. Its LUMO energy is 0.4 eV. The orbital gap comes out at 0.3062 Ha. The value obtained for the energy above the lowest of the compared OMol25 structures with the same formula, charge and spin is 26.1 kcal/mol. The HOMO energy is -7.96 eV. As for the molar mass: 361.463 g mol⁻¹.

Element x y z (Å)
C1 0.74171 3.06883 -1.44834
H1 -0.20409 2.59556 -1.15524
O1 1.83291 2.44733 -0.82245
C2 1.78968 2.52729 0.58191
C3 2.88407 1.62505 1.16532
N1 2.56485 0.23480 0.99052
C4 2.93256 -0.53323 -0.06600
C5 2.29325 -1.76215 0.05412
C6 1.52809 -1.70984 1.25493
C7 1.71616 -0.48061 1.80927
C8 1.18043 0.05936 3.08848
H2 0.55777 -0.69839 3.55568
H3 1.98786 0.31233 3.77709
H4 0.57564 0.95276 2.93198
H5 0.94826 -2.50355 1.68089
C9 2.33909 -2.83835 -0.91110
O2 3.24404 -3.03680 -1.69685
C10 1.08437 -3.72204 -0.93405
H6 1.02510 -4.34396 -0.03313
H7 1.10836 -4.36106 -1.82136
O3 -0.05866 -2.87929 -1.00969
C11 -0.98958 -2.98771 -0.04928
O4 -1.00437 -3.85183 0.79691
C12 -1.96600 -1.91295 -0.15349
C13 -1.93819 -0.80855 -0.97314
C14 -3.04256 0.02198 -0.75066
C15 -3.88052 -0.45135 0.22429
S1 -3.34421 -1.92501 0.90860
C16 -5.04814 0.43804 0.47114
H8 -4.91863 0.98759 1.40782
H9 -5.99063 -0.10548 0.53262
C17 -4.99224 1.38157 -0.75154
H10 -5.67673 1.01463 -1.51637
H11 -5.28763 2.39691 -0.49402
C18 -3.54680 1.32125 -1.29521
H12 -2.94641 2.15109 -0.91151
H13 -3.51669 1.36157 -2.38368
H14 -1.15131 -0.63651 -1.68417
C19 3.83081 -0.05633 -1.14472
H15 3.89699 -0.82373 -1.91039
H16 4.83456 0.12377 -0.75729
H17 3.45250 0.86775 -1.57890
H18 3.82408 1.84364 0.65652
H19 2.99304 1.84111 2.23081
H20 1.95033 3.56693 0.90994
H21 0.80310 2.20045 0.94432
H22 0.88882 2.95045 -2.51954
H23 0.69498 4.13672 -1.20102

> Which value of molar mass does entry 3 give?

393.530 g mol⁻¹

> Look up the orbital gap of the third one.

0.3233 Ha